Entry 1:
Entry from the Open Molecules 2025 dataset: 8 unconnected molecules or ions with the total composition C37H94ClN8O17 at a distorted geometry (ωB97M-V with the def2-TZVPD basis set).

Properties
E_LUMO ... 2.3379 eV
Energy ... -3643.00229 a.u.
2S+1 ... 1
Orbital gap ... 8.563 eV
M ... 958.7 g/mol
HOMO level ... -6.225 eV
Charge ... -1

XYZ file:
```
157
C37H94ClN8O17 (ωB97M-V with the def2-TZVPD basis set)
Cl -0.19 -0.65 -0.08
O -0.25 0.63 -0.75
O 0.63 -1.52 -0.89
O 0.26 -0.53 1.29
O -1.48 -1.33 -0.01
C 1.14 1.44 -3.76
O 2.19 0.86 -4.54
C 3.07 0.00 -3.82
C 4.26 -0.41 -4.63
N 3.81 -1.06 -5.87
C 4.91 -1.47 -6.77
C 5.76 -2.57 -6.25
O 6.77 -2.17 -5.34
C 7.65 -3.19 -4.96
H 0.68 2.13 -4.47
H 1.64 1.98 -2.95
H 0.41 0.68 -3.48
H 2.52 -0.85 -3.42
H 3.52 0.54 -2.97
H 4.91 -1.13 -4.13
H 4.91 0.46 -4.83
H 3.17 -0.45 -6.36
H 5.52 -0.55 -6.89
H 4.56 -1.63 -7.79
H 6.23 -3.05 -7.12
H 5.16 -3.35 -5.76
H 8.01 -3.81 -5.78
H 7.30 -3.75 -4.09
H 8.57 -2.71 -4.61
C -5.01 -5.19 -1.82
O -3.81 -4.74 -1.26
C -2.72 -4.70 -2.17
C -1.46 -4.60 -1.30
N -1.39 -5.76 -0.39
C -0.37 -5.54 0.63
C -0.27 -6.72 1.59
O -1.30 -6.54 2.60
C -1.16 -7.52 3.61
H -5.79 -5.17 -1.06
H -4.98 -6.23 -2.16
H -5.33 -4.65 -2.72
H -2.85 -3.86 -2.86
H -2.62 -5.65 -2.70
H -1.60 -3.74 -0.64
H -0.56 -4.45 -1.90
H -2.30 -5.93 0.00
H -0.75 -4.68 1.21
H 0.63 -5.46 0.21
H 0.70 -6.73 2.08
H -0.49 -7.65 1.06
H -0.72 -8.48 3.34
H -2.10 -7.77 4.10
H -0.65 -7.06 4.46
C 1.49 6.29 0.89
O 2.06 5.28 0.09
C 2.70 4.22 0.80
C 3.32 3.29 -0.23
N 4.11 2.23 0.37
C 3.25 1.23 0.99
C 3.86 -0.15 1.03
O 4.32 -0.51 -0.26
C 4.57 -1.89 -0.40
H 0.58 5.92 1.38
H 1.18 7.14 0.29
H 2.21 6.55 1.67
H 1.92 3.64 1.31
H 3.43 4.58 1.52
H 4.08 3.83 -0.81
H 2.58 2.92 -0.95
H 4.59 1.63 -0.29
H 2.24 1.23 0.54
H 2.88 1.48 2.00
H 3.07 -0.85 1.34
H 4.63 -0.16 1.81
H 3.68 -2.47 -0.63
H 5.10 -2.28 0.48
H 5.29 -2.05 -1.21
C 5.21 0.32 5.41
O 3.96 0.69 4.92
C 3.05 -0.37 4.68
C 1.60 0.13 4.48
N 1.00 0.76 5.64
C -0.45 0.99 5.39
C -1.07 1.58 6.63
O -1.44 0.59 7.56
C -1.94 1.06 8.77
H 5.70 -0.49 4.86
H 5.16 0.02 6.47
H 5.88 1.18 5.38
H 3.06 -0.91 5.63
H 3.43 -0.98 3.86
H 1.06 -0.79 4.20
H 1.54 0.77 3.60
H 1.03 0.14 6.44
H -0.91 0.05 5.07
H -0.47 1.71 4.58
H -1.88 2.30 6.45
H -0.36 2.25 7.13
H -2.35 0.22 9.33
H -2.67 1.87 8.64
H -1.15 1.45 9.42
C -1.10 3.23 1.97
O -1.49 4.20 1.03
C -1.11 3.81 -0.28
C -1.60 4.77 -1.38
N -0.50 5.23 -2.23
C -0.95 6.30 -3.13
C 0.06 7.42 -3.29
O 0.42 8.02 -2.05
C -0.47 9.01 -1.61
H -0.02 3.32 2.15
H -1.30 2.20 1.66
H -1.54 3.48 2.93
H -1.54 2.85 -0.56
H -0.02 3.74 -0.31
H -2.11 5.62 -0.89
H -2.39 4.35 -2.01
H 0.15 5.65 -1.57
H -1.95 6.70 -2.90
H -1.17 5.78 -4.07
H -0.22 8.27 -3.93
H 0.92 6.92 -3.73
H -0.39 9.10 -0.53
H -1.51 8.76 -1.88
H -0.31 9.98 -2.10
C -7.57 -2.76 3.82
O -6.90 -2.33 2.66
C -7.40 -1.07 2.21
C -6.54 -0.49 1.12
N -5.28 0.01 1.66
C -4.21 0.02 0.64
C -4.50 0.70 -0.69
O -5.36 -0.01 -1.57
C -4.72 -1.05 -2.26
H -8.50 -3.27 3.54
H -7.70 -1.98 4.58
H -6.95 -3.53 4.28
H -7.37 -0.41 3.08
H -8.46 -1.14 1.92
H -7.07 0.34 0.64
H -6.37 -1.25 0.34
H -5.04 -0.71 2.34
H -3.91 -1.02 0.50
H -3.34 0.53 1.05
H -3.56 0.97 -1.19
H -4.98 1.67 -0.58
H -4.59 -1.95 -1.63
H -3.70 -0.76 -2.53
H -5.24 -1.45 -3.13
C -0.48 -2.26 -4.42
O -0.67 -2.69 -5.55
N 0.60 -2.58 -3.65
N -1.37 -1.47 -3.74
H 1.32 -3.09 -4.13
H 0.73 -2.23 -2.71
H -2.17 -1.25 -4.31
H -1.41 -1.57 -2.74
```

---

Entry 2:
Entry from the Open Molecules 2025 dataset: a molecular structure, C37H98CuN13O23 at a distorted geometry (ωB97M-V with the def2-TZVPD basis set).

Properties
E_LUMO (spin up / spin down) ... -5.5186 / -7.6713 eV
⟨S²⟩ ... 0.75
Energy ... -5549.56284 a.u.
2S+1 ... 2
Orbital gap (spin up / spin down) ... 7.890 / 5.726 eV
M ... 1156.8 g/mol
Energy above the lowest of the compared OMol25 structures with the same formula, charge and spin ... 0.000 eV
HOMO level (spin up / spin down) ... -13.408 / -13.397 eV
Charge ... +3

XYZ file:
```
172
C37H98CuN13O23 (ωB97M-V with the def2-TZVPD basis set)
Cu -1.31 -17.13 -0.65
C 2.13 -18.89 -5.78
N 1.42 -17.60 -6.09
C 0.00 -17.69 -5.54
C 2.19 -16.38 -5.47
C 1.20 -17.43 -7.62
C 2.51 -17.04 -8.37
O 3.60 -17.98 -8.22
H 1.96 -19.31 -4.79
H 3.21 -18.80 -5.91
H 1.93 -19.68 -6.51
H -0.53 -18.40 -6.18
H -0.42 -16.70 -5.68
H -0.04 -17.92 -4.48
H 1.89 -15.36 -5.70
H 3.27 -16.45 -5.63
H 2.16 -16.65 -4.41
H 0.51 -16.65 -7.93
H 0.75 -18.38 -7.93
H 2.77 -16.05 -8.01
H 2.17 -17.03 -9.40
H 4.29 -17.57 -8.74
C 3.56 -15.79 -0.80
C 3.94 -14.32 -0.61
C 5.35 -14.06 -0.82
O 5.63 -12.67 -0.58
C 5.89 -12.20 0.72
N 3.14 -13.51 -1.62
H 3.21 -12.54 -1.33
H 3.41 -13.57 -2.59
H 2.15 -13.68 -1.51
H 3.98 -16.35 0.04
H 4.06 -16.15 -1.70
H 2.52 -15.94 -1.06
H 3.65 -14.06 0.41
H 5.73 -14.36 -1.80
H 5.93 -14.62 -0.08
H 6.02 -11.12 0.85
H 6.89 -12.40 1.11
H 5.13 -12.64 1.36
C -4.69 -13.79 2.68
C -3.56 -14.29 3.64
C -3.49 -13.56 4.99
O -4.54 -14.20 5.82
C -5.03 -13.28 6.78
N -3.90 -15.86 3.82
H -3.75 -16.35 2.95
H -3.29 -16.31 4.48
H -4.78 -16.03 4.29
H -5.72 -13.82 3.05
H -4.74 -14.43 1.80
H -4.76 -12.74 2.39
H -2.68 -14.24 3.00
H -3.45 -12.47 4.94
H -2.52 -13.81 5.42
H -4.32 -13.15 7.60
H -5.90 -13.82 7.17
H -5.23 -12.29 6.39
C -0.91 -11.54 -1.45
C -1.67 -11.76 -0.11
C -1.05 -11.03 1.12
O -1.99 -10.76 2.12
C -1.53 -10.17 3.26
N -3.16 -11.36 -0.40
H -3.62 -11.52 0.49
H -3.13 -10.38 -0.65
H -3.51 -12.04 -1.05
H -1.40 -11.70 -2.41
H 0.00 -12.12 -1.31
H -0.57 -10.52 -1.56
H -1.82 -12.82 0.11
H -0.50 -10.13 0.85
H -0.16 -11.48 1.57
H -2.02 -9.28 3.64
H -0.50 -9.86 3.10
H -1.54 -10.96 4.01
C -7.68 -19.44 0.87
C -6.64 -19.93 -0.18
C -7.32 -20.49 -1.45
O -6.33 -20.75 -2.43
C -6.92 -20.85 -3.69
N -5.74 -18.76 -0.55
H -6.29 -18.06 -1.02
H -5.38 -18.35 0.30
H -5.16 -19.15 -1.28
H -8.19 -18.53 0.56
H -7.28 -19.25 1.87
H -8.47 -20.19 0.93
H -5.89 -20.63 0.19
H -8.20 -19.89 -1.69
H -7.65 -21.50 -1.20
H -7.46 -19.94 -3.92
H -7.50 -21.78 -3.71
H -6.13 -20.98 -4.42
C 0.50 -21.54 -3.58
C -0.67 -21.85 -2.66
C -0.70 -23.32 -2.13
N -1.95 -23.69 -1.41
C -1.57 -25.11 -0.90
C -3.28 -23.78 -2.18
C -4.35 -23.58 -1.05
C -3.68 -23.15 0.26
C -2.33 -22.81 -0.12
H 0.20 -20.57 -3.95
H 0.54 -22.27 -4.39
H 1.42 -21.54 -2.98
H -1.56 -21.56 -3.22
H -0.65 -21.19 -1.80
H 0.17 -23.33 -1.46
H -0.49 -24.04 -2.92
H -1.28 -25.69 -1.78
H -2.47 -25.46 -0.41
H -0.80 -24.93 -0.15
H -3.28 -24.74 -2.70
H -3.32 -22.89 -2.81
H -5.04 -24.42 -1.00
H -4.98 -22.80 -1.50
H -3.70 -23.87 1.08
H -4.18 -22.31 0.75
H -1.57 -22.86 0.66
H -2.30 -21.76 -0.39
C 1.58 -23.71 1.58
C 0.80 -22.95 2.60
C 1.22 -21.48 2.45
N 0.92 -20.59 3.63
C -0.63 -20.71 4.10
C 1.19 -19.05 3.28
C 2.42 -18.76 4.07
C 2.41 -19.55 5.33
C 1.83 -20.88 4.84
H 2.66 -23.68 1.76
H 1.17 -23.30 0.65
H 1.22 -24.73 1.74
H 1.08 -23.34 3.57
H -0.28 -23.15 2.59
H 0.88 -21.00 1.53
H 2.28 -21.28 2.36
H -0.98 -21.72 4.34
H -1.07 -20.24 3.21
H -0.85 -20.11 4.98
H 0.41 -18.38 3.63
H 1.31 -18.95 2.20
H 2.53 -17.69 4.24
H 3.37 -18.88 3.56
H 1.68 -19.14 6.03
H 3.42 -19.63 5.74
H 1.30 -21.29 5.70
H 2.61 -21.57 4.51
N 0.15 -14.69 1.12
O 1.09 -14.13 0.57
O -0.38 -14.18 2.08
O -0.18 -15.80 0.78
N -4.08 -15.45 -1.18
O -4.37 -14.29 -1.16
O -3.16 -15.83 -0.41
O -4.68 -16.22 -1.98
N -2.94 -19.17 1.44
O -3.01 -20.40 1.66
O -3.78 -18.45 1.94
O -1.96 -18.72 0.86
N -2.95 -19.13 -2.77
O -3.38 -18.60 -3.78
O -3.31 -20.12 -2.25
O -2.04 -18.53 -2.22
N -0.66 -14.92 -3.30
O 0.47 -14.49 -3.17
O -1.32 -14.53 -4.27
O -1.09 -15.74 -2.48
N 1.54 -18.78 -1.36
O 1.80 -19.37 -0.37
O 2.33 -18.90 -2.32
O 0.61 -18.03 -1.43
```

---

Entry 3:
Entry from the Open Molecules 2025 dataset: a molecular structure, C37H98N6O15PSn2 at a distorted geometry (ωB97M-V with the def2-TZVPD basis set).

Properties
E_LUMO ... -4.7185 eV
Energy ... -3695.30323 a.u.
2S+1 ... 1
Orbital gap ... 5.834 eV
M ... 1135.6 g/mol
HOMO level ... -10.552 eV
Charge ... +1

XYZ file:
```
159
C37H98N6O15PSn2 (ωB97M-V with the def2-TZVPD basis set)
Sn -1.02 9.79 -21.13
Sn -2.27 5.07 -20.61
P -3.46 7.80 -21.87
O -2.86 7.73 -20.40
O -3.69 9.32 -22.12
O -4.61 6.79 -22.00
O -2.21 7.29 -22.68
C -4.37 13.63 -23.68
C -4.40 12.12 -23.81
C -4.67 11.72 -25.26
O -3.19 11.54 -23.33
H -3.56 14.01 -24.32
H -3.95 13.92 -22.71
H -5.33 14.10 -23.85
H -5.23 11.79 -23.18
H -3.79 12.02 -25.84
H -5.52 12.24 -25.70
H -4.89 10.65 -25.38
H -3.41 10.67 -22.94
C -5.48 3.92 -25.75
C -5.68 4.88 -24.59
C -7.04 4.82 -23.94
O -4.65 4.73 -23.63
H -6.18 4.05 -26.57
H -5.65 2.91 -25.37
H -4.45 3.97 -26.10
H -5.59 5.91 -24.96
H -7.26 3.88 -23.41
H -7.91 5.01 -24.57
H -7.12 5.55 -23.14
H -4.54 5.54 -23.09
C 1.05 6.69 -24.61
C 1.14 6.42 -23.11
C 2.57 6.64 -22.60
O 0.28 7.40 -22.51
H 1.40 7.69 -24.84
H 0.03 6.52 -24.98
H 1.58 5.95 -25.21
H 0.80 5.39 -22.98
H 2.69 6.42 -21.54
H 2.80 7.65 -22.92
H 3.21 5.86 -23.02
H -0.64 7.14 -22.73
C -1.46 4.25 -24.43
O -1.18 3.89 -23.09
C -0.24 2.85 -23.01
C -0.35 2.33 -21.62
N -0.01 3.36 -20.63
C 0.23 2.72 -19.33
C -0.92 1.90 -18.78
O -2.19 2.52 -18.98
C -3.20 1.94 -18.20
H -1.99 3.42 -24.90
H -0.55 4.43 -25.01
H -2.10 5.13 -24.53
H 0.78 3.23 -23.16
H -0.44 1.98 -23.65
H 0.23 1.40 -21.53
H -1.38 1.97 -21.52
H 0.83 3.83 -20.94
H 0.48 3.50 -18.61
H 1.18 2.19 -19.42
H -0.77 1.67 -17.72
H -0.92 0.86 -19.12
H -4.18 2.40 -18.37
H -3.07 2.03 -17.12
H -3.36 0.89 -18.46
C 0.26 8.33 -16.01
O -1.00 8.92 -16.24
C -1.78 8.20 -17.15
C -3.27 8.55 -17.01
N -4.14 7.84 -17.97
C -5.52 8.34 -17.93
C -6.34 7.72 -16.81
O -5.91 8.17 -15.55
C -6.61 7.63 -14.46
H 0.85 8.15 -16.92
H 0.14 7.33 -15.57
H 0.83 8.89 -15.27
H -1.76 7.13 -16.95
H -1.55 8.39 -18.21
H -3.31 9.64 -17.03
H -3.61 8.29 -16.00
H -3.68 7.87 -18.89
H -5.94 8.13 -18.92
H -5.58 9.44 -17.90
H -6.34 6.63 -16.86
H -7.38 8.05 -16.96
H -6.70 6.54 -14.53
H -7.58 8.12 -14.37
H -6.17 7.82 -13.47
C -8.40 10.24 -22.27
C -7.71 8.90 -22.34
C -7.22 8.63 -23.75
O -8.34 8.50 -24.62
C -7.95 8.39 -25.97
N -6.61 8.84 -21.38
H -8.62 10.46 -21.22
H -9.32 10.22 -22.85
H -7.73 11.00 -22.67
H -8.28 7.99 -22.08
H -6.59 7.74 -23.83
H -6.68 9.51 -24.13
H -7.24 9.19 -26.21
H -8.81 8.44 -26.63
H -7.44 7.43 -26.15
H -6.09 7.99 -21.60
H -5.96 9.51 -21.80
C -3.56 7.34 -26.24
C -2.25 8.16 -26.31
C -2.43 9.19 -27.42
O -2.65 8.56 -28.69
C -2.44 9.47 -29.78
N -2.08 8.84 -25.02
H -4.41 7.92 -25.86
H -3.42 6.44 -25.63
H -3.90 6.93 -27.19
H -1.40 7.48 -26.45
H -1.47 9.73 -27.45
H -3.20 9.93 -27.19
H -3.01 10.39 -29.70
H -2.74 8.96 -30.69
H -1.38 9.69 -29.87
H -2.26 8.12 -24.32
H -2.82 9.51 -24.87
C -5.45 12.20 -20.00
C -3.96 12.12 -19.63
C -3.75 12.73 -18.23
O -2.63 13.56 -18.24
C -2.37 14.24 -17.02
N -3.56 10.70 -19.74
H -5.64 11.57 -20.87
H -5.62 13.24 -20.30
H -6.15 11.88 -19.23
H -3.33 12.58 -20.39
H -3.69 11.98 -17.44
H -4.63 13.33 -17.97
H -2.17 13.50 -16.25
H -3.26 14.82 -16.80
H -1.51 14.89 -17.19
H -3.77 10.33 -20.66
H -4.11 10.10 -19.14
C -6.13 3.21 -18.80
C -6.36 4.32 -19.83
C -7.71 5.06 -19.61
O -8.75 4.15 -19.88
C -10.01 4.71 -19.69
N -5.23 5.24 -19.77
H -5.76 2.27 -19.21
H -7.08 2.93 -18.34
H -5.44 3.41 -17.97
H -6.40 3.86 -20.82
H -7.75 5.93 -20.28
H -7.71 5.43 -18.58
H -10.25 5.47 -20.46
H -10.07 5.17 -18.70
H -10.80 3.98 -19.85
H -5.23 5.80 -20.61
H -5.31 5.92 -19.02
```

---

> Which of these has the highest energy?

C37H94ClN8O17